1.
A structure of composition C24H23F12N2O7SeTc. Source: the Open Molecules 2025 dataset; level of theory: the ωB97M-V functional and the def2-TZVPD basis.

```
70
Properties=species:S:1:pos:R:3
Tc -0.0485 -0.5668 0.9626
C 3.7131 2.4946 -4.1896
C 2.7886 1.7430 -3.2808
C 1.4906 1.3539 -3.7853
C 0.6075 0.6628 -3.0564
C 0.9108 0.1285 -1.7150
N -0.2352 -0.1334 -0.8506
C -1.5211 -0.4165 -1.3870
C -1.6484 -1.2598 -2.4889
C -2.8906 -1.6386 -2.9572
C -4.0484 -1.1839 -2.3423
C -5.4048 -1.6033 -2.8331
C -3.9186 -0.3644 -1.2287
C -2.6809 0.0032 -0.7153
C -2.5684 0.8705 0.5331
O -1.5197 0.4788 1.3877
C -3.7879 0.7204 1.4985
F -3.9592 -0.5728 1.7865
F -4.9431 1.1867 1.0024
F -3.5581 1.3763 2.6333
C -2.4035 2.3549 0.1070
F -1.4733 2.4677 -0.8510
F -2.0489 3.1301 1.1269
F -3.5466 2.8280 -0.4061
C 2.2733 0.6500 -1.1087
C 3.1083 1.4689 -2.0107
C 2.3952 1.0176 0.3858
O 1.6161 0.2457 1.2374
C 3.8664 0.8147 0.8760
F 3.9242 0.5953 2.1839
F 4.6316 1.8871 0.6093
F 4.4315 -0.2317 0.2597
C 1.9836 2.4877 0.6665
F 0.6619 2.6054 0.5089
F 2.2769 2.8238 1.9253
F 2.5630 3.3794 -0.1421
H 3.1936 3.3122 -4.6918
H 4.0971 1.8294 -4.9685
H 4.5632 2.9021 -3.6455
H 1.1921 1.7167 -4.7621
H -0.3978 0.5476 -3.4309
H -0.7606 -1.6327 -2.9725
H -2.9561 -2.3013 -3.8116
H -5.4439 -1.6114 -3.9222
H -6.1825 -0.9352 -2.4662
H -5.6396 -2.6116 -2.4864
H -4.8212 -0.0192 -0.7497
H 4.0227 1.8790 -1.6028
O 0.1244 -1.0741 2.8856
H -0.5721 -2.3913 3.1592
H 1.0264 -0.9746 3.2156
O -0.9905 -3.3039 2.9205
Se -0.1277 -3.8040 1.5481
O -0.9634 -4.9114 0.7831
O -0.2515 -2.3550 0.5341
O 1.4251 -3.9851 1.8465
C 3.8587 -1.2890 -3.0297
C 2.7120 -1.7827 -2.1520
C 1.6734 -2.5011 -3.0046
C 3.2543 -2.7781 -1.1229
N 2.0010 -0.7289 -1.3715
H 4.3769 -2.1647 -3.4245
H 4.5803 -0.7062 -2.4574
H 3.5123 -0.6925 -3.8722
H 2.1492 -3.3398 -3.5130
H 1.2539 -1.8430 -3.7674
H 0.8756 -2.9023 -2.3767
H 3.6618 -3.6487 -1.6401
H 2.4640 -3.1133 -0.4515
H 4.0486 -2.3418 -0.5224
```

Charge = 0
Energy relative to the best compared isomer or geometry (same formula, charge and spin) = 0.140 eV
E_tot = -5245.09928 Ha
Highest occupied orbital energy (alpha / beta) = -9.3 / -9.3 eV
Multiplicity = 1
Max |F| = 0.16 eV/A

2.
The molecule C24H23N3O3S3 at a distorted geometry. Source: the Open Molecules 2025 dataset; level of theory: the ωB97M-V functional and the def2-TZVPD basis.

```
56
Properties=species:S:1:pos:R:3
C -2.5351 -3.1525 -2.8051
C -1.7161 -2.8184 -1.5950
C -0.9125 -1.6902 -1.5742
C -0.1560 -1.3601 -0.4493
C -0.2289 -2.1766 0.6714
C -1.0448 -3.2941 0.6599
C -1.7760 -3.6247 -0.4640
H -2.4017 -4.5049 -0.4676
H -1.0980 -3.9175 1.5398
H 0.3249 -1.9235 1.5569
N 0.6459 -0.2085 -0.4667
S 1.1304 0.6323 0.8992
O 0.2425 0.3321 1.9791
O 1.2547 2.0041 0.5012
C 2.7790 0.0362 1.2587
C 2.9684 -0.9992 2.1528
C 4.2528 -1.4566 2.3974
C 5.3292 -0.8760 1.7447
C 5.1301 0.1743 0.8627
C 3.8474 0.6394 0.6199
H 3.6667 1.4752 -0.0381
H 5.9704 0.6351 0.3669
H 6.3292 -1.2365 1.9340
H 4.4128 -2.2617 3.0982
H 2.1180 -1.4191 2.6659
C 1.4187 0.1192 -1.6436
C 1.2437 1.5642 -2.1272
O 2.1800 2.1645 -2.6148
N -0.0176 2.0332 -2.0730
H -0.6694 1.6107 -1.4118
C -0.2605 3.4407 -2.3017
C 0.2775 4.3132 -1.1719
H 1.1911 3.8771 -0.7717
H 0.4746 5.3253 -1.5241
S -0.8276 4.6016 0.2568
C -1.4301 3.0593 0.7674
N -1.8185 2.0942 0.0116
C -2.4050 1.0919 0.7302
C -2.9822 -0.0543 0.1951
C -3.5521 -0.9713 1.0516
C -3.5577 -0.7621 2.4279
C -3.0188 0.3855 2.9763
C -2.4518 1.3131 2.1221
S -1.7297 2.8487 2.4893
H -3.0346 0.5596 4.0405
H -3.9998 -1.5033 3.0767
H -4.0002 -1.8670 0.6487
H -2.9855 -0.2020 -0.8724
H -1.3334 3.5860 -2.4360
H 0.2680 3.7168 -3.2190
H 1.1433 -0.5503 -2.4610
H 2.4880 -0.0299 -1.4465
H -0.8917 -1.0466 -2.4419
H -2.3783 -4.1894 -3.0972
H -2.2789 -2.5100 -3.6434
H -3.5951 -3.0268 -2.5859
```

Charge = 0
Energy relative to the best compared isomer or geometry (same formula, charge and spin) = 0.671 eV
E_tot = -2512.94272 Ha
Highest occupied orbital energy = -8.1 eV
Structure (SMILES) = Cc1cccc(N(CC(=O)NCCSc2nc3ccccc3s2)S(=O)(=O)c2ccccc2)c1
Multiplicity = 1
Max |F| = 1.03 eV/A

3.
A structure of composition C24H23N4O2S2Sr. Source: the Open Molecules 2025 dataset; level of theory: the ωB97M-V functional and the def2-TZVPD basis.

```
56
Properties=species:S:1:pos:R:3
Sr -2.1638 -1.8318 -1.2331
S 0.7187 -1.3069 -1.5617
C 1.0664 0.2155 -0.9408
N 2.2274 0.5624 -0.4388
C 2.5538 1.9816 -0.2163
C 1.9087 2.7762 -1.3168
N 0.4609 2.5345 -1.2596
C -0.4048 3.7249 -1.4328
C -0.2536 4.6938 -0.2942
C -0.6598 4.3479 0.9939
C -0.5034 5.2486 2.0338
C 0.0516 6.5018 1.7975
C 0.4515 6.8527 0.5184
C 0.3008 5.9465 -0.5244
C -0.0016 1.3417 -0.9711
S -1.6008 1.0040 -0.5843
C 3.3049 -0.4200 -0.1383
C 3.8719 -0.1445 1.2260
C 3.0660 -0.2975 2.3519
C 3.5665 -0.0106 3.6103
C 4.8806 0.4227 3.7523
C 5.6905 0.5639 2.6372
C 5.1842 0.2822 1.3738
H 3.6379 2.0679 -0.2437
H 2.2175 2.2984 0.7724
H 2.2924 2.4986 -2.3009
H 2.0569 3.8430 -1.1636
H -1.4213 3.3561 -1.5393
H -0.0984 4.1872 -2.3728
H -1.1105 3.3789 1.1750
H -0.8273 4.9832 3.0315
H 0.1655 7.2057 2.6111
H 0.8747 7.8298 0.3280
H 0.6054 6.2227 -1.5280
H 4.0618 -0.3316 -0.9197
H 2.8494 -1.4025 -0.2266
H 2.0448 -0.6470 2.2408
H 2.9407 -0.1324 4.4844
H 5.2728 0.6446 4.7358
H 6.7159 0.8903 2.7478
H 5.8173 0.3858 0.4997
O -4.4214 -2.1773 -1.0838
N -4.9845 -3.3256 -1.1579
N -4.1319 -4.2492 -1.3244
O -2.8470 -3.9887 -1.4113
C -4.5832 -5.6273 -1.4240
C -3.6201 -6.5969 -1.6258
C -4.0297 -7.9226 -1.7121
C -5.3699 -8.2517 -1.5960
C -6.3137 -7.2524 -1.3928
C -5.9316 -5.9237 -1.3031
H -2.5815 -6.3214 -1.7104
H -3.2903 -8.6964 -1.8695
H -5.6838 -9.2846 -1.6619
H -7.3618 -7.5042 -1.2998
H -6.6617 -5.1460 -1.1422
```

Charge = +1
Energy relative to the best compared isomer or geometry (same formula, charge and spin) = 0.000 eV
E_tot = -2124.74822 Ha
Highest occupied orbital energy = -10.7 eV
Multiplicity = 1
Max |F| = 0.84 eV/A

4.
A structure of composition C24H23N4PtS2Se at a distorted geometry. Source: the Open Molecules 2025 dataset; level of theory: the ωB97M-V functional and the def2-TZVPD basis.

```
55
Properties=species:S:1:pos:R:3
Pt 0.2146 0.2088 -0.1398
C -1.5264 -1.4218 -1.9084
N -1.1167 0.0087 -1.8664
C -0.2268 0.2940 -3.0271
C 1.2006 -0.1718 -2.7772
N 1.7492 0.4506 -1.5446
C 2.0091 1.9074 -1.7465
C 2.9892 -0.1775 -1.0646
C 4.0207 -0.4691 -1.9409
C 5.2105 -0.9861 -1.4501
C 5.3644 -1.1855 -0.0841
C 4.3356 -0.8802 0.7898
C 3.1284 -0.3745 0.3095
S 1.8211 0.0032 1.4371
C -2.3307 0.9067 -1.7857
C -3.4690 0.4757 -2.6567
C -4.7191 0.5196 -2.2281
C -5.0761 0.9988 -0.9052
C -4.1692 1.3628 -0.0025
C -2.7067 1.2234 -0.2801
S -1.5778 3.7085 0.5623
H -2.0045 -1.6652 -2.8588
H -2.2359 -1.6335 -1.1102
H -0.6539 -2.0546 -1.7686
H -0.2256 1.3649 -3.2001
H -0.6137 -0.1888 -3.9297
H 1.8101 0.1018 -3.6425
H 1.2605 -1.2532 -2.6570
H 2.7290 2.0394 -2.5575
H 2.4168 2.3106 -0.8232
H 1.0846 2.4347 -1.9752
H 3.9119 -0.2968 -3.0043
H 6.0140 -1.2261 -2.1323
H 6.2919 -1.5851 0.3029
H 4.4529 -1.0415 1.8535
H -3.2515 0.1517 -3.6670
H -5.5220 0.2309 -2.8938
H -6.1267 1.0726 -0.6573
H -4.4561 1.7597 0.9635
Se -1.8327 0.0077 1.0859
C -1.7706 1.1454 2.5450
N -1.8071 1.6556 3.5748
N -2.0339 2.5453 -0.5233
C -1.9263 2.3778 -1.7956
C -1.7697 3.3573 -2.8462
C -1.9283 2.9839 -4.1905
C -1.8293 3.9248 -5.1949
C -1.5640 5.2540 -4.8800
C -1.4043 5.6339 -3.5569
C -1.5003 4.6981 -2.5392
H -2.1584 1.9595 -4.4484
H -1.9662 3.6294 -6.2263
H -1.4872 5.9898 -5.6691
H -1.2006 6.6672 -3.3108
H -1.3666 4.9928 -1.5081
```

Charge = +1
Energy relative to the best compared isomer or geometry (same formula, charge and spin) = 1.992 eV
E_tot = -4464.19583 Ha
Highest occupied orbital energy (alpha / beta) = -10.5 / -10.5 eV
Multiplicity = 1
Max |F| = 2.14 eV/A